Entry from the Open Molecules 2025 dataset: C27H52F6I2N4O7Si as an isolated structure (the ωB97M-V functional and the def2-TZVPD basis).

Summary:
* charge: 0
* E_LUMO: -0.16 eV
* Kohn-Sham gap: 0.321 hartree
* electronic energy: -3289.813978 a.u.

Geometry (Å):
C (0.375731, -3.251470, -2.073866)
C (-0.413821, -2.871011, -0.810848)
C (-0.127230, -1.524887, -0.149014)
I (1.993867, -1.275206, 0.155909)
C (-0.829068, -0.254376, -0.676516)
O (-2.185413, -0.506681, -0.358224)
C (-2.869842, 0.592188, 0.215419)
C (-4.368384, 0.342167, 0.139577)
C (-5.173517, 1.599685, 0.484686)
C (-5.219169, 2.662057, -0.617033)
C (-5.975329, 2.267521, -1.886576)
N (-7.395974, 2.678584, -1.881773)
C (-8.113444, 2.369380, -0.687159)
N (-8.367860, 3.201782, 0.228671)
N (-8.598236, 1.065111, -0.611604)
C (-0.665001, 0.206528, -2.180519)
C (0.160274, 1.511262, -2.258156)
C (1.682318, 1.307043, -2.386035)
O (2.348965, 1.895664, -1.285386)
Si (3.884832, 2.520265, -1.419606)
C (4.696509, 2.212049, 0.229722)
C (3.739332, 4.357000, -1.716725)
C (4.867459, 1.692020, -2.776330)
N (-2.018015, 0.386174, -2.797208)
I (-2.755490, -1.453796, -3.387409)
C (-2.066899, 1.306100, -3.945691)
C (-3.424723, 1.364679, -4.638839)
C (-3.717148, 2.734181, -5.244083)
O (-3.072977, 2.860663, -6.518507)
H (-0.284585, -3.571432, -2.880265)
H (1.054586, -4.081633, -1.866741)
H (0.993297, -2.435537, -2.452844)
H (-1.493011, -2.919881, -0.978339)
H (-0.201017, -3.622731, -0.044427)
H (-0.476518, -1.596830, 0.880721)
H (-0.477387, 0.571006, -0.043573)
H (-2.609935, 1.516859, -0.316642)
H (-2.560101, 0.714097, 1.264658)
H (-4.613743, -0.441086, 0.861877)
H (-4.580895, -0.021782, -0.870046)
H (-6.198272, 1.317059, 0.742588)
H (-4.751962, 2.046471, 1.392506)
H (-4.201189, 2.940664, -0.910778)
H (-5.674748, 3.575278, -0.223197)
H (-5.866118, 1.191488, -2.084668)
H (-5.513804, 2.787443, -2.730124)
H (-7.867000, 2.213917, -2.651260)
H (-8.029611, 4.115831, -0.057127)
H (-7.946883, 0.373708, -0.957980)
H (-8.899031, 0.841309, 0.328335)
H (-0.104099, -0.563051, -2.723602)
H (0.013791, 2.120658, -1.361409)
H (-0.140530, 2.131789, -3.095710)
H (2.031072, 1.745439, -3.330862)
H (1.921502, 0.239022, -2.439262)
H (3.951557, 2.332098, 1.022191)
H (5.532345, 2.890780, 0.413814)
H (5.053976, 1.178685, 0.287214)
H (4.714233, 4.832996, -1.840573)
H (3.229623, 4.791134, -0.850365)
H (3.114178, 4.563932, -2.590265)
H (4.704645, 2.172090, -3.746247)
H (5.929036, 1.820422, -2.538312)
H (4.665325, 0.623066, -2.873582)
H (-1.277776, 1.095125, -4.684910)
H (-1.868096, 2.304914, -3.544474)
H (-3.464683, 0.660518, -5.473564)
H (-4.218648, 1.111895, -3.932822)
H (-3.363770, 3.536687, -4.587434)
H (-4.791504, 2.842312, -5.413131)
H (-2.428367, 3.572968, -6.482407)
C (2.027158, -2.736748, 4.757845)
C (1.483512, -1.422549, 4.249143)
O (0.339862, -0.981198, 5.019284)
C (0.607483, -0.362764, 6.155318)
O (1.679143, -0.119680, 6.623373)
C (-0.714349, 0.078973, 6.828423)
F (-1.629406, -0.896365, 6.800883)
F (-1.214925, 1.140815, 6.176602)
F (-0.499343, 0.423584, 8.093933)
H (1.237762, -3.490017, 4.773747)
H (2.813641, -3.077736, 4.094541)
H (2.422905, -2.639529, 5.768542)
H (1.115383, -1.528084, 3.232274)
H (2.246060, -0.644498, 4.255324)
C (8.171785, -6.210941, 2.402689)
C (7.623240, -4.873420, 1.962101)
O (6.518550, -4.459922, 2.800315)
C (6.843641, -3.889972, 3.948370)
O (7.937815, -3.671697, 4.373386)
C (5.558458, -3.472351, 4.700079)
F (4.645240, -4.448119, 4.675283)
F (5.039435, -2.383409, 4.113778)
F (5.827741, -3.180255, 5.965595)
H (7.381596, -6.961587, 2.415646)
H (8.948463, -6.534554, 1.710313)
H (8.604471, -6.146718, 3.400109)
H (7.199258, -4.925707, 0.962219)
H (8.387792, -4.097924, 1.977046)

Cartesian forces (eV/Å) of the 3 atoms listed first:
C -0.01 -0.06 -0.07
C 0.14 -0.18 0.17
C -0.04 -0.03 -0.10

---

Entry from the Open Molecules 2025 dataset: a 2-piece molecular cluster, C27H52N2O6P overall in a non-equilibrium geometry (the ωB97M-V functional and the def2-TZVPD basis).

Summary:
* charge: +1
* E_LUMO: -5.24 eV
* Kohn-Sham gap: 0.193 hartree
* electronic energy: -1961.366555 a.u.

Geometry (Å):
C (4.804985, -3.875910, 0.692108)
C (3.167082, -3.831869, 0.703951)
C (2.506207, -2.373544, 1.045361)
C (3.434411, -1.374020, 1.952141)
C (4.078123, -0.256574, 0.939973)
C (3.501101, 1.266111, 1.121905)
C (1.878894, 1.379864, 1.325561)
C (1.094383, 2.271570, 0.195702)
C (-0.146702, 1.319829, -0.382696)
C (-1.261805, 2.150282, -1.251380)
C (-2.303488, 1.032901, -1.894641)
C (-3.879438, 1.263232, -1.393700)
C (-4.008133, 0.837100, 0.185217)
C (-3.943079, 2.086026, 1.245733)
C (-4.956714, 1.959371, 2.530620)
C (-4.969132, 0.489550, 3.258113)
C (-6.456281, -0.074944, 3.658481)
C (-7.511938, -0.169806, 2.385933)
C (-7.118737, -1.418752, 1.379143)
C (-6.429321, -2.829857, 1.854874)
C (-6.039142, -3.993226, 0.784919)
N (-6.331690, -3.774185, -0.651715)
N (-6.888730, -2.598296, -1.020080)
C (-7.096467, -2.475161, -2.550500)
C (-5.614416, -2.905660, -3.195078)
O (-5.467194, -3.756144, -4.215849)
O (-4.345241, -2.374220, -2.596679)
C (-7.353455, -1.384155, -0.277482)
H (5.201514, -4.908189, 0.241651)
H (5.143961, -3.905566, 1.836495)
H (5.315810, -2.936306, 0.217779)
H (2.820841, -4.102382, -0.406182)
H (2.652662, -4.631251, 1.394879)
H (1.446371, -2.543436, 1.565065)
H (2.258588, -1.795249, 0.037710)
H (4.271039, -1.897737, 2.581135)
H (2.700008, -0.872941, 2.749144)
H (4.039546, -0.561870, -0.206706)
H (5.241423, -0.204347, 1.200535)
H (3.747618, 1.838075, 0.103338)
H (4.142976, 1.810565, 1.945832)
H (1.313801, 0.360098, 1.424970)
H (1.714399, 1.944015, 2.364645)
H (1.786294, 2.616210, -0.682753)
H (0.611334, 3.215011, 0.741319)
H (-0.665408, 0.799972, 0.558496)
H (0.383156, 0.445913, -0.969691)
H (-1.887839, 2.830525, -0.523180)
H (-0.699467, 2.783999, -2.078592)
H (-2.257456, 0.993345, -3.076773)
H (-2.006301, -0.053647, -1.522674)
H (-4.571568, 0.512366, -2.000422)
H (-4.246353, 2.365987, -1.530306)
H (-3.119313, 0.070903, 0.402809)
H (-5.006640, 0.230541, 0.321110)
H (-4.232289, 3.083408, 0.679835)
H (-2.819871, 2.231181, 1.604604)
H (-4.565163, 2.748280, 3.336476)
H (-6.022394, 2.355102, 2.207579)
H (-4.413096, -0.359514, 2.673326)
H (-4.372014, 0.622179, 4.281672)
H (-6.323469, -1.161117, 4.120647)
H (-6.896712, 0.616913, 4.493824)
H (-7.554023, 0.846233, 1.796788)
H (-8.572943, -0.397252, 2.831366)
H (-6.204966, -3.034270, 2.998773)
H (-5.514687, -5.016447, 1.105440)
H (-7.962718, -3.186948, -2.926211)
H (-7.294669, -1.372747, -2.888981)
H (-3.632562, -3.104740, -2.648684)
H (-7.853481, -0.440260, -0.810769)
C (7.778603, 2.248159, -4.551478)
O (7.392538, 2.523604, -3.220354)
P (8.500894, 1.885064, -2.055537)
O (7.327875, 1.220472, -1.323776)
O (8.749136, 3.393284, -1.446833)
C (7.633197, 4.158434, -1.028289)
O (9.609245, 1.246624, -0.890712)
C (9.700833, -0.166418, -0.866064)
H (7.043673, 2.686419, -5.230923)
H (8.760719, 2.682258, -4.754374)
H (7.810530, 1.166604, -4.710394)
H (6.780359, 3.538013, -0.744402)
H (7.338820, 4.835430, -1.834641)
H (7.928430, 4.757515, -0.161772)
H (9.658731, -0.571300, -1.880919)
H (8.890973, -0.582487, -0.261701)
H (10.655419, -0.445790, -0.413085)

Cartesian forces (eV/Å) of the 3 atoms listed first:
C -0.05 -0.80 1.74
C -0.52 0.08 -1.50
C -0.51 0.05 0.01

---

The lowest E_LUMO belongs to which entry?
C27H52N2O6P